Record 1
34
Properties=species:S:1:pos:R:3:forces:R:3:nbo_charge:R:1 method="wB97M-V/def2-TZVPD" lumo_ev=0.8 de_lowest_kcal_mol=4.59 smiles="C[C@H](CCNC(=O)N(C)C)N(C)C" total_energy_ha=-595.00478 total_charge=0
C 2.91087 -0.92028 -1.99427 0.49 0.35 0.10 -0.620
C 1.83141 -0.35881 -1.08903 -0.57 0.37 -1.08 -0.021
C 1.45294 -1.31442 0.04327 -0.08 0.91 -0.29 -0.414
C 0.23633 -0.85971 0.81688 -1.26 -1.25 -0.62 -0.210
N 0.37418 0.39781 1.47112 0.31 -0.04 0.22 -0.645
C -0.70440 1.18702 1.82117 -0.07 0.18 0.40 0.797
O -0.51979 2.37550 1.77420 -0.08 2.02 -0.21 -0.659
N -1.94112 0.68939 2.24406 1.16 0.32 -0.53 -0.478
C -3.05983 1.61194 2.26772 0.17 1.21 -0.67 -0.408
C -2.03556 -0.46123 3.10712 -0.45 -0.07 0.09 -0.407
N 0.65447 0.00237 -1.91973 0.07 0.76 1.46 -0.490
C 0.05249 -0.96482 -2.80917 0.74 -0.12 0.24 -0.406
C 0.42996 1.40685 -2.23638 0.34 -0.39 -0.56 -0.395
H 3.83657 -0.93385 -1.43286 0.47 -0.17 -0.09 0.208
H 3.03869 -0.29645 -2.89147 0.02 -0.07 0.35 0.214
H 2.69845 -1.92439 -2.32829 -0.16 -0.41 -0.06 0.203
H 2.27831 0.54325 -0.60046 -0.73 -0.25 -0.66 0.189
H 1.20175 -2.27971 -0.37981 0.25 -0.40 0.09 0.209
H 2.30905 -1.36084 0.71824 0.07 -0.45 0.01 0.209
H -0.66104 -0.86676 0.15112 0.64 0.16 0.17 0.192
H 0.03696 -1.65443 1.52250 -0.09 -0.23 0.56 0.182
H 1.15278 0.98146 1.13104 -0.95 -0.33 0.45 0.403
H -3.35073 1.96315 3.26644 0.25 -0.25 0.03 0.185
H -3.89925 1.10330 1.81636 -0.48 -0.08 -0.04 0.189
H -2.85646 2.54391 1.66970 0.05 -1.18 0.55 0.244
H -1.12659 -0.56634 3.69981 -0.03 -0.16 0.04 0.207
H -2.89849 -0.30971 3.79172 0.61 -0.22 -0.38 0.207
H -2.20469 -1.35032 2.50414 -0.05 -0.39 0.25 0.192
H -0.91365 -0.58653 -3.14782 0.01 -0.06 0.05 0.205
H -0.10027 -1.93267 -2.30209 -0.06 0.33 -0.07 0.191
H 0.67067 -1.18194 -3.70042 -0.16 0.09 -0.01 0.165
H 0.85217 1.68305 -3.24253 -0.41 -0.06 0.55 0.160
H 0.91807 2.08022 -1.50303 -0.47 -0.51 -0.23 0.208
H -0.66424 1.55399 -2.23923 0.43 0.41 -0.09 0.194


Record 2
34
Properties=species:S:1:pos:R:3:forces:R:3:nbo_charge:R:1 method="wB97M-V/def2-TZVPD" lumo_ev=0.8 de_lowest_kcal_mol=0.00 total_energy_ha=-850.20726 total_charge=0
C -2.12842 -3.33408 -0.83202 -2.70 -0.45 3.37 -0.576
C -1.66779 -2.72098 0.51643 1.11 0.24 -2.09 -0.451
C -2.11446 -1.33037 0.64832 -1.29 1.82 0.89 -0.118
C -1.39806 -0.20917 0.48305 -1.37 0.17 -0.43 -0.730
Si -2.25140 1.43411 0.19761 -1.41 -0.72 -0.53 1.904
O -2.03206 1.64956 -1.39643 0.00 1.21 0.43 -0.906
C -2.14930 0.72700 -2.41690 0.22 1.62 -0.73 -0.225
O -1.61775 2.73413 0.89970 0.56 0.98 -0.20 -0.900
C -0.89842 2.70064 2.09239 0.50 -0.51 0.30 -0.231
H -3.20503 -3.61906 -0.65963 0.92 0.07 -0.81 0.196
H -1.53708 -4.17667 -0.98489 0.74 -1.65 -0.58 0.205
H -2.03576 -2.66199 -1.60943 0.17 1.44 -1.62 0.206
H -0.59683 -2.71849 0.37142 0.62 0.25 0.58 0.201
H -1.88629 -3.33698 1.35624 -0.45 -0.52 0.62 0.215
H -3.18689 -1.10464 0.88295 0.70 -0.82 0.10 0.184
H -0.44880 -0.24884 -0.01438 1.00 -0.21 0.39 0.245
H -3.78854 1.59890 0.40928 1.08 -0.68 0.16 -0.249
H -2.03148 1.29833 -3.32965 -0.33 -0.09 -0.48 0.179
H -3.05294 0.18601 -2.41138 -1.33 -0.64 -0.02 0.165
H -1.34449 0.07562 -2.38391 1.59 -1.69 0.05 0.166
H -1.34271 1.94600 2.71044 -0.08 -0.42 0.89 0.165
H -0.95005 3.64457 2.61009 -0.08 0.43 0.02 0.182
H 0.15908 2.42059 1.96912 -0.19 0.16 -0.25 0.168
H 2.17134 0.94065 -0.85757 0.14 -2.23 1.56 0.352
N 1.95155 0.01790 -0.32346 -1.01 0.41 -0.89 -0.644
C 2.82432 -0.52720 0.41170 1.46 4.63 -1.28 0.158
C 4.22193 0.11863 0.58085 -2.60 1.69 -1.42 -0.467
C 4.54881 1.33679 -0.32742 0.02 -1.54 0.93 -0.610
H 2.65108 -1.36292 1.00969 -0.71 -1.61 0.65 0.171
H 4.40731 0.44839 1.55391 0.15 -0.08 1.88 0.213
H 4.82526 -0.64082 0.33226 2.80 -2.85 -0.55 0.202
H 3.94615 1.26089 -1.22422 0.20 0.52 -0.29 0.201
H 4.33859 2.19226 0.29839 -0.04 0.66 -0.56 0.212
H 5.61913 1.26124 -0.56256 -0.38 0.41 -0.09 0.218


Record 3
47
Properties=species:S:1:pos:R:3:forces:R:3:nbo_charge:R:1 method="wB97M-V/def2-TZVPD" lumo_ev="2.0 / 2.0" multiplicity=2 de_lowest_kcal_mol=18.96 total_energy_ha=-3472.33367 total_charge=-1
O 0.02838 -1.18002 0.56548 -1.81 0.52 -2.76 -0.541
V -0.50035 -0.16617 -0.56518 2.86 -0.45 0.31 1.616
O -0.73720 -2.93881 -3.87995 -0.01 -0.58 0.11 -0.750
C -0.24430 -1.69417 -3.56920 0.93 2.60 0.15 0.967
O 0.16558 -0.97453 -4.47155 -0.34 -1.03 0.03 -0.672
O -0.27434 -1.39129 -2.32355 -0.84 -0.18 1.25 -0.797
H -0.49493 -3.02295 -4.81215 -0.14 0.02 0.04 0.487
O -2.52382 3.10175 -2.77585 -0.96 0.44 0.47 -0.720
C -1.46018 2.27034 -2.63760 3.11 -1.08 -1.03 0.955
O -0.62343 2.21317 -3.52841 -1.36 0.41 0.45 -0.643
O -1.39040 1.63609 -1.51330 -0.64 -0.75 1.03 -0.876
H -3.00226 3.03356 -1.93674 -0.02 -0.03 -0.21 0.467
O 3.66987 1.41491 -0.54624 -0.23 -0.20 0.76 -0.747
C 2.48724 1.12071 -1.16525 -0.47 0.29 -2.62 0.962
O 1.52038 0.76782 -0.39998 -1.39 -0.60 0.97 -0.823
O 2.42683 1.23865 -2.38395 0.45 -0.08 0.86 -0.680
H 3.53842 1.21395 0.40460 0.08 0.06 -0.36 0.502
C 4.40625 -0.96893 3.60528 0.65 0.24 -0.31 -0.831
S 2.88967 -0.08905 3.16889 0.13 -0.65 -1.20 1.231
O 3.28669 0.88993 2.09890 0.15 0.01 1.19 -1.009
C 2.13104 -1.41674 2.21504 0.11 -0.28 -0.05 -0.853
H 4.36901 -1.52182 4.54187 -0.30 0.01 0.00 0.222
H 5.17527 -0.19771 3.66956 -0.09 0.08 0.20 0.240
H 4.70732 -1.61297 2.77896 -0.19 -0.09 0.01 0.233
H 1.11875 -1.15767 1.89830 0.28 0.17 0.59 0.301
H 2.15307 -2.39845 2.69056 -0.02 0.17 0.43 0.210
H 2.67048 -1.50779 1.26857 0.28 0.30 0.14 0.257
C -0.62512 3.58487 0.70795 0.36 -1.00 0.49 -0.796
S -0.78048 2.28456 1.99670 -0.33 0.75 -0.55 1.248
O -0.75915 0.98091 1.25336 -0.17 0.49 0.38 -0.948
C 0.75145 2.55225 2.92623 0.68 -0.07 0.00 -0.839
H -1.56500 3.60079 0.16491 0.00 0.03 0.07 0.245
H 0.15006 3.16990 0.05994 0.06 0.30 -0.14 0.284
H -0.36866 4.54098 1.15675 0.03 0.00 0.03 0.217
H 0.56119 3.30287 3.69520 -0.39 -0.02 -0.04 0.221
H 1.66762 2.84876 2.41027 -0.39 -0.12 -0.60 0.267
H 1.01152 1.61784 3.42576 -0.41 0.01 0.02 0.238
C -3.96973 -3.00303 0.22050 -0.55 -0.32 0.31 -0.827
S -3.75676 -1.48240 -0.78791 -0.04 -1.86 -0.60 1.309
O -2.55114 -0.75379 -0.35591 0.77 0.57 0.35 -0.945
C -3.32748 -2.37642 -2.32009 -0.09 0.90 -1.35 -0.861
H -4.35818 -2.80898 1.22215 -0.22 0.57 -0.23 0.229
H -3.16685 -3.71531 0.42079 0.63 0.55 -0.74 0.245
H -4.73056 -3.54495 -0.34814 -0.11 0.04 0.10 0.223
H -2.70811 -3.26579 -2.25799 0.07 0.12 0.48 0.262
H -2.81211 -1.65631 -2.96706 0.51 0.13 0.70 0.284
H -4.15556 -2.53855 -3.02050 -0.63 -0.37 0.89 0.235


Record 4
39
Properties=species:S:1:pos:R:3:forces:R:3:nbo_charge:R:1 method="wB97M-V/def2-TZVPD" lumo_ev="-3.2 / -7.5" multiplicity=9 de_lowest_kcal_mol=35.56 total_energy_ha=-2084.44161 total_charge=+1
Fe -2.77178 -2.21985 0.30864 1.75 1.47 0.21 1.241
O -1.68388 -0.98159 -0.73677 -1.28 -1.53 0.91 -0.815
H -0.99374 -0.34411 -0.46871 0.01 0.34 0.37 0.450
C 1.14597 -0.76820 -4.03741 3.82 -3.08 -3.46 0.505
O 2.05812 -1.33965 -4.79147 -3.44 2.59 3.51 -0.648
N -0.11974 -0.70023 -4.41915 -2.26 -0.44 -1.80 -0.410
C -1.19349 -0.02907 -3.73457 -0.34 1.20 0.47 -0.405
C -0.61519 -1.23285 -5.76021 0.99 -0.64 0.60 -0.430
H 1.35817 -0.40275 -3.02074 0.00 0.16 -0.23 0.116
H -0.98090 0.34604 -2.73347 0.73 0.00 -0.15 0.193
H -2.11481 -0.58677 -3.56655 0.22 -0.67 -0.45 0.201
H -1.47148 0.83418 -4.33924 -0.16 0.17 0.08 0.207
H 0.22209 -1.56670 -6.37307 0.10 0.17 0.34 0.257
H -1.25006 -2.10326 -5.59461 0.08 -0.10 0.35 0.202
H -1.23063 -0.57635 -6.37531 0.25 0.76 0.59 0.213
C 0.24013 2.10534 0.07651 -1.67 -3.49 -2.42 0.004
O -0.27808 3.24300 0.26790 0.26 2.31 1.40 -0.377
N 1.34591 1.51294 0.69168 2.29 -1.57 1.43 -0.145
C 1.82487 0.24822 0.09041 0.86 0.49 0.38 -0.461
C 2.11467 2.12717 1.81469 -1.48 0.10 -1.55 -0.438
H -0.01901 1.55080 -0.83866 0.38 0.34 -0.03 0.105
H 2.30206 -0.46180 0.76586 -0.72 0.19 1.06 0.236
H 2.73047 0.36873 -0.50411 -0.24 0.80 -0.79 0.254
H 1.08566 -0.29581 -0.49756 -0.18 0.44 0.05 0.202
H 2.26817 1.43107 2.63930 0.14 -0.18 -0.27 0.213
H 3.04194 2.51408 1.39211 0.14 0.06 0.37 0.240
H 1.44697 2.93451 2.11549 0.41 0.25 0.26 0.247
C -1.19185 -1.76675 3.28774 2.69 -0.25 3.72 0.580
O -1.72724 -1.89872 2.21427 -2.10 0.13 -3.64 -0.809
N -0.81001 -0.66153 3.91439 -1.46 0.40 -1.65 -0.363
C -0.06514 -0.55911 5.12307 1.18 -0.89 0.91 -0.429
C -1.04075 0.67474 3.32544 -0.54 -0.95 0.00 -0.425
H -0.82793 -2.63463 3.85918 -0.39 -0.24 -0.17 0.148
H 0.34151 -1.45090 5.59999 -0.41 -0.77 -0.74 0.237
H -0.65478 -0.14997 5.94345 0.24 0.90 -0.34 0.234
H 0.83447 -0.06126 4.76122 0.02 0.77 1.10 0.212
H -0.11930 1.24331 3.45095 -0.24 0.10 -0.35 0.212
H -1.34029 0.50134 2.29185 0.26 0.51 -0.06 0.218
H -1.86116 1.15632 3.85753 0.11 0.16 -0.01 0.229


Record 5
36
Properties=species:S:1:pos:R:3:forces:R:3:nbo_charge:R:1 method="wB97M-V/def2-TZVPD" lumo_ev=0.7 de_lowest_kcal_mol=0.00 smiles="CS(=O)(=O)CCCCCNCCCN" total_energy_ha=-1014.26872 total_charge=0
C 1.67668 -1.75365 -0.63170 1.22 -0.64 0.69 -0.877
S 3.20670 -1.31337 0.25974 0.66 0.90 -0.04 2.138
O 3.00049 -1.38181 1.70591 -0.14 -0.35 -1.40 -0.940
O 4.37129 -1.96178 -0.34577 -1.46 0.06 0.53 -0.939
C 3.42907 0.41840 -0.14114 -0.04 0.90 0.72 -0.669
C 2.37638 1.41857 0.42629 -0.31 -0.52 -0.48 -0.417
C 1.29581 1.78917 -0.61992 0.26 0.09 0.42 -0.401
C 0.08544 2.50772 -0.04421 -0.41 0.12 -0.39 -0.408
C -0.65271 1.66025 1.00317 0.20 -0.34 -0.02 -0.218
N -0.98198 0.28880 0.51427 0.52 0.46 0.67 -0.650
C -2.03252 0.23579 -0.48257 0.06 -0.14 -0.39 -0.224
C -2.31536 -1.22825 -0.91035 0.38 0.76 -0.02 -0.416
C -2.87393 -2.08374 0.21492 -0.08 0.56 0.43 -0.221
N -4.12381 -1.61081 0.86401 0.53 -0.29 -0.35 -0.833
H 1.56182 -2.80130 -0.37870 -0.15 -0.31 -0.11 0.246
H 0.83317 -1.20526 -0.24774 -0.19 0.48 0.19 0.270
H 1.83447 -1.64261 -1.69930 0.08 0.12 -0.02 0.241
H 3.55119 0.53844 -1.21417 -0.12 -0.24 -0.19 0.233
H 4.41887 0.62599 0.29230 -0.24 -0.20 -0.01 0.253
H 2.89488 2.32410 0.76126 -0.08 -0.11 -0.10 0.214
H 1.88909 0.99644 1.31537 0.32 -0.06 -0.19 0.226
H 1.75558 2.38275 -1.40988 -0.01 0.10 -0.07 0.203
H 0.86931 0.91704 -1.08727 0.29 -0.67 -0.24 0.203
H -0.64184 2.67484 -0.85467 0.33 0.15 0.03 0.201
H 0.38141 3.51404 0.29433 -0.33 -0.39 0.40 0.213
H -1.55124 2.18099 1.34106 -0.17 0.17 -0.03 0.173
H -0.01344 1.54056 1.87759 -0.08 -0.08 0.08 0.198
H -1.27760 -0.25627 1.32134 0.20 0.14 -0.10 0.359
H -1.68943 0.83899 -1.34220 -0.32 -0.36 0.17 0.194
H -2.94784 0.70885 -0.08642 -0.07 -0.06 -0.32 0.161
H -3.00257 -1.22667 -1.74322 -0.33 0.10 -0.37 0.201
H -1.38469 -1.69945 -1.27573 -0.25 0.26 0.14 0.205
H -3.03936 -3.08871 -0.16728 -0.02 -0.12 0.15 0.199
H -2.05991 -2.12608 0.95272 -0.51 -0.36 0.22 0.180
H -4.84967 -1.44159 0.17239 0.15 -0.08 0.05 0.353
H -3.99374 -0.74038 1.36559 0.11 -0.05 -0.05 0.350


Record 6
37
Properties=species:S:1:pos:R:3:forces:R:3:nbo_charge:R:1 method="wB97M-V/def2-TZVPD" lumo_ev=-5.8 de_lowest_kcal_mol=0.00 total_energy_ha=-725.05782 total_charge=+2
C -0.32657 1.24043 0.76347 -1.88 2.33 -1.23 0.475
C -0.54005 -1.07572 0.06022 0.23 0.51 -0.81 0.603
C 0.12809 2.72035 0.79062 -1.90 0.68 0.47 -0.708
C 0.13872 -2.35222 -0.34051 -1.02 -0.61 1.35 -0.734
C 2.60888 0.09561 0.25073 1.03 -1.41 -4.64 -0.388
C 1.46510 0.36501 -0.74574 -0.59 -0.08 1.57 -0.417
C 3.90063 -0.08493 -0.63483 -0.42 -0.52 4.71 -0.185
C 0.14656 0.22744 -0.02148 -0.04 -0.12 0.95 -0.290
C -4.21010 -0.18012 -0.29520 -0.70 -2.68 -2.07 0.687
N -4.41529 -0.43836 -1.59955 -0.33 -0.03 -1.56 -0.782
N -4.34938 -1.19467 0.55188 0.13 1.91 1.50 -0.725
N 5.03248 -0.41636 0.39069 -0.38 -0.31 1.24 -0.709
N -3.89941 1.02064 0.02450 0.77 1.81 2.29 -0.739
O -1.51978 1.18926 1.41060 1.04 -0.77 0.62 -0.690
O -1.70106 -1.14164 0.46850 0.30 -0.36 0.46 -0.653
H -0.12202 3.35289 -0.14468 0.99 -1.51 1.08 0.265
H -0.47087 3.31180 1.58475 0.90 -1.40 -1.02 0.268
H 1.13480 2.71243 1.14584 0.95 0.65 -0.36 0.225
H -0.50437 -3.17197 -0.01646 -0.14 0.07 -0.35 0.259
H 0.49422 -2.54269 -1.30820 -0.10 0.33 -1.83 0.253
H 1.01826 -2.51552 0.21959 1.21 0.18 1.10 0.229
H 2.42488 -0.81076 0.71125 -0.45 -1.51 1.74 0.213
H 2.85394 0.93298 0.83189 -0.23 0.99 1.33 0.211
H 1.57773 1.37491 -1.05950 -0.06 0.85 -0.69 0.233
H 1.46548 -0.28709 -1.61188 0.30 -0.13 -0.07 0.234
H 4.10414 -0.78628 -1.35508 -0.75 -1.65 -2.03 0.226
H 3.98570 0.88893 -0.93303 1.44 2.33 -1.37 0.220
H -4.74188 -1.33536 -1.96958 0.13 0.53 0.72 0.429
H -4.35292 0.27614 -2.34365 0.00 -0.53 1.12 0.424
H -3.95391 -1.05802 1.48356 -0.44 -0.35 -0.49 0.419
H -4.31877 -2.10478 0.19237 0.05 -1.30 -0.39 0.418
H 5.90650 -0.11019 0.00433 0.84 0.53 -0.06 0.444
H 5.22359 -1.47802 0.58436 -1.07 2.38 -0.13 0.468
H 4.81546 0.15943 1.27866 0.84 -1.55 -1.40 0.456
H -3.37541 1.29011 0.86265 -0.56 -0.34 -0.39 0.444
H -1.76185 0.23406 1.45409 -0.04 0.07 -0.33 0.503
H -3.86151 1.69230 -0.68520 -0.04 1.04 -1.04 0.412